[1]
112
Properties=species:S:1:pos:R:3:forces:R:3:mulliken_charge:R:1 method="wB97M-V/def2-TZVPD" e_homo_ev=-1.74 charge=-2 e_above_lowest_ev=0.810 energy_ha=-11642.79432 gap_ha=0.1970
Zr -0.1903 0.2043 0.8484 -1.4 -0.3 -0.5 -2.584
Cl 2.0317 0.5916 4.0385 -0.1 0.0 -0.1 -0.151
C 2.8401 0.2598 2.5399 0.1 -0.1 0.1 1.365
C 2.1193 0.2524 1.3482 0.4 -0.4 0.1 -0.537
C 2.9070 0.0481 0.2250 0.0 0.3 0.0 1.109
Cl 2.0754 0.0917 -1.3319 0.1 0.0 0.1 -0.131
C 4.2826 -0.1092 0.2143 0.0 0.0 -0.1 -0.268
Cl 5.1532 -0.2576 -1.2761 0.0 0.0 0.1 -0.257
C 4.9488 -0.1206 1.4309 0.0 0.0 0.0 0.304
Cl 6.6599 -0.3298 1.4783 -0.1 0.0 0.0 -0.276
C 4.2192 0.0531 2.6019 0.0 0.0 0.1 0.091
Cl 5.0475 0.0280 4.1119 0.0 0.1 -0.1 -0.252
S -0.8247 2.0935 2.5409 0.0 0.0 -0.1 -0.306
C -0.4003 3.7679 2.2380 0.0 -0.1 0.1 0.420
C -0.9538 4.7209 3.1112 0.0 0.0 0.0 -0.899
C -0.6323 6.0593 3.0085 0.0 0.0 0.0 -0.647
C 0.2632 6.4973 2.0351 0.0 0.0 0.0 -0.927
C 0.8040 5.5710 1.1624 0.0 0.0 0.0 -0.361
C 0.4605 4.2218 1.2351 0.0 -0.1 0.0 -0.427
As 1.2647 2.9044 0.0610 0.0 0.5 0.1 1.427
C 3.1196 3.3486 0.5602 0.0 -0.1 -0.1 0.475
C 4.1446 3.6394 -0.3326 0.0 0.0 0.0 -0.265
C 5.4450 3.8290 0.1230 0.0 0.0 0.0 -0.655
C 5.7375 3.7141 1.4733 0.0 0.0 0.0 -0.629
C 4.7176 3.4323 2.3733 0.0 0.0 0.0 -0.619
C 3.4199 3.2577 1.9190 0.0 0.0 0.0 -0.399
C 1.1447 3.8210 -1.6684 0.1 -0.1 -0.1 0.366
C 0.2517 4.8607 -1.9074 0.0 0.0 0.0 -0.399
C 0.1382 5.4210 -3.1713 0.0 0.0 0.0 -0.713
C 0.9073 4.9439 -4.2240 0.0 0.0 0.0 -0.510
C 1.7783 3.8865 -4.0054 0.0 0.0 0.0 -0.976
C 1.8856 3.3246 -2.7393 0.0 0.0 0.0 -0.723
H -1.6323 4.3768 3.8821 0.0 0.0 0.0 0.476
H -1.0707 6.7680 3.7022 0.0 0.0 0.0 0.345
H 0.5390 7.5425 1.9656 0.0 0.0 0.0 0.374
H 1.5150 5.8945 0.4101 0.0 0.0 0.0 0.501
H 3.9448 3.7233 -1.3921 0.0 0.0 0.0 0.297
H 6.2323 4.0519 -0.5876 0.0 0.0 0.0 0.398
H 6.7557 3.8334 1.8231 0.0 0.0 0.0 0.359
H 4.9320 3.3211 3.4292 0.0 0.0 0.0 0.375
H 2.6336 3.0413 2.6342 0.0 0.0 0.0 0.450
H -0.3819 5.2199 -1.1079 0.0 0.0 0.0 0.461
H -0.5705 6.2240 -3.3367 0.0 0.0 0.0 0.391
H 0.8188 5.3861 -5.2094 0.0 0.0 0.0 0.373
H 2.3695 3.4868 -4.8210 0.0 0.0 0.0 0.412
H 2.5429 2.4762 -2.5959 0.0 0.0 0.0 0.468
O -0.4227 -1.2935 -0.8476 0.2 0.0 0.3 1.751
P -1.0556 -2.1982 -1.8619 -0.2 0.1 0.1 1.205
C -2.0193 -3.4884 -1.0704 -0.1 0.0 0.1 0.413
C -2.1216 -4.7789 -1.5840 0.0 0.0 0.0 -0.848
C -2.8644 -5.7316 -0.9034 0.0 0.0 0.0 -0.826
C -3.4970 -5.3988 0.2878 0.0 0.0 0.0 -0.804
C -3.3900 -4.1152 0.8039 0.0 -0.1 0.0 -0.520
C -2.6510 -3.1560 0.1285 0.1 -0.1 0.0 1.528
C 0.1510 -3.0073 -2.9228 0.0 0.0 -0.1 0.172
C -0.2071 -3.4609 -4.1949 0.0 0.0 0.0 -0.588
C 0.7219 -4.1275 -4.9767 0.0 0.0 0.0 -0.717
C 2.0104 -4.3369 -4.4959 0.0 0.0 0.0 -0.511
C 2.3684 -3.8842 -3.2363 0.0 0.0 0.0 -1.135
C 1.4385 -3.2213 -2.4471 0.0 -0.1 0.0 0.396
C -2.1396 -1.3320 -2.9998 0.0 -0.1 -0.1 0.776
C -3.5036 -1.5879 -3.0610 0.0 0.0 0.0 -0.691
C -4.2978 -0.8912 -3.9634 0.0 0.0 0.0 -0.712
C -3.7249 0.0491 -4.8054 0.0 0.0 0.0 -0.574
C -2.3597 0.3041 -4.7493 0.0 0.0 0.0 -0.652
C -1.5687 -0.3814 -3.8465 0.0 0.0 0.0 -0.143
H -1.6084 -5.0459 -2.4990 0.0 0.0 0.0 0.394
H -2.9325 -6.7396 -1.2924 0.0 0.0 0.0 0.372
H -4.0582 -6.1512 0.8278 0.0 0.0 0.0 0.368
H -3.8617 -3.8605 1.7442 0.0 0.0 0.0 0.440
H -2.5175 -2.1610 0.5450 0.0 -0.1 0.0 -1.387
H -1.2069 -3.2848 -4.5748 0.0 0.0 0.0 0.450
H 0.4443 -4.4770 -5.9636 0.0 0.0 0.0 0.411
H 2.7362 -4.8560 -5.1103 0.0 0.0 0.0 0.373
H 3.3681 -4.0423 -2.8523 0.0 0.0 0.0 0.502
H 1.7184 -2.8858 -1.4595 0.0 0.1 0.1 -0.055
H -3.9478 -2.3160 -2.3938 0.0 0.0 0.0 0.375
H -5.3637 -1.0772 -3.9990 0.0 0.0 0.0 0.407
H -4.3473 0.5999 -5.5003 0.0 0.0 0.0 0.350
H -1.9174 1.0589 -5.3863 0.0 0.0 0.0 0.438
H -0.5093 -0.1638 -3.7801 0.0 0.0 0.0 0.373
I -1.7124 1.8343 -1.2168 -0.1 0.3 -0.2 -0.492
C -4.0871 -1.2528 3.0842 0.0 -0.1 0.1 -0.929
Si -3.7064 -0.0677 1.6803 -0.1 0.1 -0.1 0.980
C -4.8822 -0.4785 0.2671 0.0 -0.1 -0.1 -0.992
C -4.2115 1.6341 2.2662 0.1 0.2 0.0 -1.247
O -2.1747 -0.2260 1.1757 0.2 0.3 0.5 -0.029
H -5.1662 -1.4279 3.1545 0.0 0.0 0.0 0.365
H -3.7448 -0.8479 4.0398 0.0 0.0 0.0 0.304
H -3.5827 -2.2148 2.9552 0.0 0.1 0.1 -0.054
H -5.8829 -0.1028 0.5027 0.0 0.0 0.0 0.556
H -4.9646 -1.5545 0.0826 0.0 0.0 0.0 0.253
H -4.5431 0.0025 -0.6549 0.0 0.0 0.0 0.131
H -5.3031 1.6718 2.3554 0.0 0.0 0.0 0.419
H -3.8888 2.4007 1.5575 0.0 0.0 0.0 0.239
H -3.7718 1.8762 3.2347 0.0 0.0 0.0 0.248
O 4.5513 -3.1307 2.5427 -0.1 -0.1 0.0 -0.609
S 3.2054 -3.4862 2.9716 -0.1 0.1 0.1 1.058
O 2.5979 -2.5655 3.9173 0.2 -0.1 -0.1 -0.569
O 3.0152 -4.8896 3.2936 0.1 0.1 0.0 -0.676
S 2.1090 -3.1718 1.1611 -0.3 0.0 -0.1 -0.290
Br -0.8007 -5.0736 5.1986 0.0 0.0 0.0 -0.276
C -0.4606 -3.7010 3.9134 -0.1 0.0 0.0 0.147
C -0.0621 -4.0360 2.6888 -0.2 -0.1 -0.1 -1.117
C 0.2504 -2.9771 1.6920 1.1 0.0 0.0 1.225
N -0.1107 -1.6445 2.0701 0.2 0.2 0.2 2.827
C -0.4954 -1.4125 3.3537 -0.1 0.0 -0.2 -0.527
C -0.6858 -2.3467 4.3137 0.0 -0.1 0.1 -1.015
H 0.1243 -5.0612 2.4040 0.0 0.0 0.0 0.577
H -0.1499 -3.2197 0.7105 -0.1 -0.1 0.0 -1.800
H -0.7178 -0.3773 3.5987 0.1 0.0 0.0 0.140
H -1.0051 -2.0850 5.3090 0.0 0.0 0.0 0.488



[2]
106
Properties=species:S:1:pos:R:3:forces:R:3:mulliken_charge:R:1 method="wB97M-V/def2-TZVPD" smiles="O=C(F)NC(=O)PBr.Fc1ccccc1.Fc1ccccc1.Fc1ccccc1.Fc1ccccc1.Fc1ccccc1.Fc1ccccc1.Fc1ccccc1.Fc1ccccc1" e_homo_ev=-9.00 charge=0 energy_ha=-5949.84091 gap_ha=0.2899
O 4.2001 1.6783 -7.3048 -0.8 4.0 -3.0 -0.422
C 3.9899 2.6862 -7.9879 1.4 -3.2 0.6 0.433
F 4.3177 2.5946 -9.3762 -1.1 1.0 3.1 -0.235
N 3.4843 3.9786 -7.5196 -1.4 -2.2 -0.7 -0.174
C 2.0181 4.0091 -7.3984 -1.1 3.5 4.1 0.487
O 1.5505 4.8636 -6.5827 1.8 -2.9 -3.2 -0.499
P 0.8130 2.9272 -8.3912 0.3 -0.7 -1.6 -0.035
Br 0.3242 1.0199 -7.2686 0.3 1.2 0.0 -0.040
H 3.8829 4.2382 -6.5932 -0.3 -0.3 -0.8 0.375
H -0.4281 3.6822 -8.3592 1.0 -0.3 0.9 0.136
F 5.0921 0.9381 -1.0777 0.1 -0.1 0.1 -0.328
C 4.4236 1.5995 -2.0365 -0.4 0.4 -0.6 0.327
C 4.7926 1.4324 -3.3621 0.1 -0.1 0.1 -0.671
C 4.0968 2.1135 -4.3564 0.0 0.2 0.3 0.219
C 3.0466 2.9625 -4.0105 0.2 -0.1 0.0 -0.424
C 2.6883 3.1263 -2.6750 0.1 -0.1 -0.2 -0.574
C 3.3768 2.4367 -1.6826 0.0 0.0 0.1 -0.722
H 5.6172 0.7742 -3.6101 0.0 0.0 0.0 0.439
H 4.3725 1.9837 -5.4001 -0.1 0.0 0.6 0.253
H 2.5059 3.4976 -4.7851 0.0 0.0 0.2 0.176
H 1.8741 3.7901 -2.4079 0.4 -0.3 -0.1 0.850
H 3.1061 2.5450 -0.6387 0.0 0.0 0.0 0.482
F 0.3759 4.6323 -1.5618 -0.1 0.3 0.1 -0.416
C -0.7817 4.1444 -1.0812 -0.9 -0.4 0.4 0.108
C -1.6802 3.5458 -1.9497 0.1 0.0 -0.2 -0.105
C -2.8750 3.0366 -1.4522 0.1 0.2 0.3 -0.587
C -3.1623 3.1411 -0.0935 -0.1 0.0 0.0 -0.719
C -2.2542 3.7491 0.7691 0.0 -0.1 -0.3 -0.372
C -1.0545 4.2488 0.2736 0.2 0.1 0.1 -0.359
H -1.4431 3.4807 -3.0054 0.0 0.0 0.1 0.510
H -3.5819 2.5593 -2.1221 0.1 0.1 0.0 0.423
H -4.0966 2.7472 0.2928 0.1 0.0 0.0 0.438
H -2.4811 3.8333 1.8262 0.0 0.0 -0.1 0.543
H -0.3318 4.7174 0.9316 0.0 0.0 -0.1 0.461
F -3.9562 6.6335 -2.9189 0.0 -0.1 -0.1 -0.290
C -3.6859 7.5662 -1.9924 0.2 0.5 0.5 0.104
C -2.5883 7.4028 -1.1622 0.1 -0.2 -0.1 0.073
C -2.3052 8.3718 -0.2055 -0.3 0.1 -0.2 -0.502
C -3.1293 9.4880 -0.0827 0.0 0.0 0.1 -0.453
C -4.2319 9.6391 -0.9187 0.2 -0.2 0.0 -0.434
C -4.5092 8.6758 -1.8831 -0.1 0.0 -0.1 -0.384
H -1.9635 6.5239 -1.2670 -0.1 0.0 0.0 0.374
H -1.4441 8.2574 0.4443 -0.1 0.0 -0.1 0.377
H -2.9102 10.2415 0.6671 0.0 -0.1 -0.1 0.363
H -4.8751 10.5069 -0.8192 0.1 -0.1 0.0 0.358
H -5.3582 8.7814 -2.5484 0.0 0.0 0.0 0.416
F -3.6732 1.2301 2.5190 -0.2 0.1 0.0 -0.386
C -2.5139 0.6308 2.8355 0.8 -0.4 0.2 0.275
C -2.3128 -0.6940 2.4818 -0.2 0.0 -0.1 -0.659
C -1.1096 -1.3129 2.8047 0.0 0.3 0.1 -0.074
C -0.1252 -0.6038 3.4876 0.0 -0.1 -0.1 -0.313
C -0.3384 0.7253 3.8430 -0.2 -0.2 -0.2 -0.520
C -1.5371 1.3482 3.5102 -0.1 0.1 0.0 -0.226
H -3.0936 -1.2330 1.9579 0.0 0.1 0.0 0.441
H -0.9390 -2.3471 2.5255 -0.1 0.1 0.0 0.398
H 0.8094 -1.0891 3.7421 -0.2 0.1 -0.1 0.298
H 0.4275 1.2751 4.3782 -0.1 0.0 -0.1 0.375
H -1.7165 2.3847 3.7708 0.0 -0.1 0.0 0.381
F -0.5079 -4.4126 4.0334 0.2 0.1 -0.1 -0.140
C -1.6623 -4.9024 4.5133 -0.8 -0.3 0.3 0.356
C -2.5603 -5.5010 3.6439 0.1 0.0 -0.2 -0.219
C -3.7542 -6.0130 4.1413 0.1 0.1 0.3 -0.518
C -4.0405 -5.9107 5.5006 0.0 0.0 0.0 -0.510
C -3.1329 -5.3029 6.3632 0.0 -0.1 -0.3 -0.432
C -1.9340 -4.8005 5.8682 0.2 0.1 0.1 -0.475
H -2.3235 -5.5639 2.5877 0.0 0.0 0.1 0.415
H -4.4608 -6.4904 3.4711 0.1 0.1 0.0 0.378
H -4.9742 -6.3065 5.8871 0.1 0.0 0.0 0.359
H -3.3592 -5.2203 7.4208 0.1 0.0 -0.1 0.367
H -1.2118 -4.3319 6.5265 0.0 0.0 -0.1 0.423
F -0.6686 -5.2429 0.2515 -0.2 0.1 0.0 -0.225
C 0.4924 -5.8441 0.5647 0.8 -0.4 0.2 0.173
C 0.6916 -7.1682 0.2076 -0.2 -0.1 -0.1 -0.403
C 1.8953 -7.7878 0.5277 0.1 0.3 0.1 -0.378
C 2.8810 -7.0790 1.2107 0.0 -0.1 0.0 -0.509
C 2.6670 -5.7509 1.5683 -0.2 -0.2 -0.2 -0.496
C 1.4682 -5.1282 1.2386 -0.1 0.2 0.0 -0.198
H -0.0903 -7.7058 -0.3162 0.0 0.1 0.0 0.420
H 2.0651 -8.8214 0.2464 -0.1 0.1 0.0 0.370
H 3.8180 -7.5645 1.4639 -0.1 0.1 0.0 0.368
H 3.4338 -5.2012 2.1037 -0.1 0.0 -0.1 0.428
H 1.2878 -4.0922 1.5012 0.0 -0.1 0.0 0.472
F 2.0454 -0.1612 5.3602 0.1 0.1 0.2 -0.180
C 3.1982 -0.8048 5.6083 0.8 -0.4 0.2 0.354
C 4.2650 -0.1060 6.1504 -0.1 0.2 0.0 -0.485
C 5.4568 -0.7741 6.4117 -0.2 -0.3 -0.1 -0.420
C 5.5711 -2.1307 6.1178 0.0 0.0 0.0 -0.487
C 4.4944 -2.8210 5.5688 0.1 0.3 0.1 -0.528
C 3.2988 -2.1563 5.3175 -0.2 0.0 -0.1 -0.316
H 4.1600 0.9512 6.3648 0.0 -0.1 0.0 0.407
H 6.2956 -0.2386 6.8430 -0.1 0.0 -0.1 0.357
H 6.5028 -2.6501 6.3179 -0.1 0.1 0.0 0.355
H 4.5864 -3.8767 5.3368 -0.1 0.1 0.0 0.369
H 2.4472 -2.6801 4.8985 0.0 0.0 0.0 0.590
F -0.3185 -3.7446 -5.7108 0.1 0.0 -0.1 -0.315
C -1.2815 -3.7692 -4.7758 -0.6 0.0 0.6 0.385
C -2.6104 -3.7167 -5.1663 0.0 0.0 -0.2 -0.478
C -3.6084 -3.7473 -4.1978 0.3 0.0 0.2 -0.296
C -3.2657 -3.8191 -2.8496 -0.1 0.0 0.0 -0.630
C -1.9275 -3.8663 -2.4691 -0.2 0.0 -0.2 -0.195
C -0.9293 -3.8469 -3.4376 0.2 0.0 0.0 -0.486
H -2.8575 -3.6527 -6.2196 0.1 0.0 0.0 0.409
H -4.6518 -3.7145 -4.4926 0.1 0.0 0.0 0.362
H -4.0451 -3.8384 -2.0945 0.1 0.0 -0.1 0.376
H -1.6623 -3.9181 -1.4193 0.0 0.0 -0.2 0.417
H 0.1174 -3.8917 -3.1601 0.0 0.0 0.0 0.439